No. 1
Density functional theory data (ωB97M-V/def2-TZVPD) for a structure of composition C21H21AuN3O2Te.

energy above the lowest of the compared OMol25 structures with the same formula, charge and spin	144.5	kJ/mol
HOMO energy (alpha / beta)	-0.3977 / -0.3881	Eh
LUMO level (alpha / beta)	-0.170 / -0.176	hartree
total charge	+1
HOMO-LUMO gap (alpha / beta)	6.21 / 5.77	eV
molar mass	671.99	g/mol

Structure (XYZ):
```
49
Properties=species:S:1:pos:R:3:forces:R:3
Au -0.1586 0.9855 0.1316 0.4 -0.1 0.3
N -2.9767 4.1444 0.9522 0.1 -0.1 0.0
C -1.9840 3.2754 0.7511 0.0 0.1 0.1
O -2.1457 2.2753 0.0342 0.0 0.0 -0.1
C -0.6477 3.5519 1.3921 0.0 0.0 -0.1
C 0.0622 2.2495 1.7588 0.0 0.0 0.0
H -3.8593 4.0014 0.4887 0.0 0.0 0.0
H -2.8527 4.9636 1.5197 0.0 0.0 0.0
H -0.7531 4.2138 2.2552 0.0 0.0 0.0
H -0.0701 4.1033 0.6438 0.0 0.0 0.0
H -0.4124 1.7665 2.6150 0.0 0.0 0.0
H 1.1038 2.4399 2.0117 0.0 0.0 0.0
O 1.8728 -4.9815 0.8687 -0.1 0.2 0.0
C 1.6194 -3.8835 0.5334 0.0 0.1 0.0
N 1.3542 -2.7575 0.1655 0.3 -0.3 0.2
C -1.1104 -1.4751 -4.0304 0.0 0.0 0.1
C 0.1014 -1.6731 -3.3877 -0.1 0.0 -0.1
C 0.3647 -0.9735 -2.2271 0.0 0.1 0.0
N -0.5114 -0.1074 -1.7001 0.0 0.0 0.0
C -1.6845 0.0870 -2.3255 0.0 0.0 0.1
C -2.0168 -0.5759 -3.4877 0.0 0.0 -0.1
H -1.3466 -2.0137 -4.9384 0.0 0.0 0.0
H 0.8375 -2.3659 -3.7695 0.0 0.0 0.0
H 1.2914 -1.1225 -1.6941 0.0 0.0 0.0
H -2.3603 0.7961 -1.8644 0.0 0.0 0.0
H -2.9732 -0.3883 -3.9550 0.0 0.0 0.0
Te 1.2992 -0.9064 1.5828 -0.8 -0.3 -0.1
C 3.3686 -0.7376 1.2837 -0.1 0.4 0.0
C 4.1894 -1.5653 2.0392 -0.1 0.0 0.0
C 5.5620 -1.4967 1.8564 0.0 0.0 0.0
C 6.0992 -0.6010 0.9405 0.0 0.0 0.0
C 5.2696 0.2274 0.1970 0.1 -0.1 0.0
C 3.8936 0.1620 0.3666 -0.1 0.0 -0.1
C 1.3352 -0.2323 3.6223 0.3 0.0 -0.2
C 2.2724 0.6744 4.1067 0.1 0.0 0.0
C 2.1891 1.1009 5.4242 0.0 0.0 0.0
C 1.1884 0.6089 6.2534 0.0 0.0 0.0
C 0.2627 -0.3072 5.7693 0.0 0.0 0.0
C 0.3335 -0.7297 4.4498 0.0 0.0 -0.1
H 3.7716 -2.2607 2.7585 0.0 0.0 0.0
H 6.2106 -2.1445 2.4313 0.0 0.0 0.0
H 7.1723 -0.5499 0.8065 0.0 0.0 0.0
H 5.6916 0.9232 -0.5156 0.0 0.0 0.0
H 3.2430 0.8010 -0.2191 0.0 0.0 0.0
H 3.0666 1.0401 3.4656 0.0 0.0 0.0
H 2.9127 1.8097 5.8062 0.0 0.0 0.0
H 1.1357 0.9342 7.2838 0.0 0.0 0.0
H -0.5096 -0.6974 6.4192 0.0 0.0 0.0
H -0.3907 -1.4442 4.0724 0.0 0.0 0.0
```
Positions in Å, forces in eV/Å.


No. 2
Density functional theory data (ωB97M-V/def2-TZVPD) for a cluster of 6 separate species, C21H21Cl6N3O6 in total at a distorted geometry.

energy above the lowest of the compared OMol25 structures with the same formula, charge and spin	0.0	kJ/mol
HOMO energy	-0.3691	Eh
LUMO level	-0.024	hartree
HOMO-LUMO gap	9.39	eV
SMILES	O=[N+]([O-])c1ccccc1.O=[N+]([O-])c1ccccc1.O=[N+]([O-])c1ccccc1.ClCCl.ClCCl.ClCCl
molar mass	624.13	g/mol

Structure (XYZ):
```
57
Properties=species:S:1:pos:R:3:forces:R:3
C 0.3795 -3.6746 -0.5064 0.8 0.7 0.4
C -0.7348 -3.1098 -1.1262 0.5 -0.7 -0.4
C -1.8753 -2.8543 -0.4287 -1.4 0.6 0.7
C -1.8832 -3.1003 0.9375 2.3 -1.3 0.3
C -0.7857 -3.7267 1.5597 0.2 0.1 -1.0
C 0.4054 -3.9840 0.8585 -1.8 0.7 -0.7
N -2.9731 -2.7180 1.7829 -2.0 0.4 -0.4
O -3.7690 -1.9345 1.2640 0.4 -0.3 0.7
O -3.1042 -3.1975 2.8960 0.4 0.3 -0.3
H 1.3086 -3.7243 -1.0552 0.0 -0.3 -0.3
H -0.7421 -2.8793 -2.1798 0.2 -0.2 0.0
H -2.7793 -2.4624 -0.9017 0.5 0.0 0.2
H -0.8904 -4.0358 2.5651 0.0 0.0 1.0
H 1.2889 -4.3677 1.3413 0.0 -0.2 0.0
C -1.3081 -0.5127 -5.0391 -0.6 0.1 -2.6
C -0.9348 -1.2207 -6.1910 -0.3 -0.9 0.4
C 0.0485 -2.1964 -6.0743 -0.4 0.5 0.3
C 0.6958 -2.1703 -4.8286 0.2 -1.8 -0.7
C 0.3410 -1.4260 -3.7168 2.8 -1.5 1.2
C -0.7136 -0.5994 -3.8287 -0.6 1.3 0.8
N 1.6817 -3.2768 -4.7059 0.9 0.2 1.0
O 2.2454 -3.5083 -3.6423 -0.6 0.6 0.1
O 1.9120 -3.9128 -5.6979 0.1 -0.5 -0.8
H -2.1224 0.1303 -5.2182 -0.9 0.9 0.3
H -1.5421 -1.1646 -7.1015 0.3 0.2 0.4
H 0.2132 -2.9852 -6.8457 0.2 1.1 0.9
H 0.9341 -1.5681 -2.7650 -0.8 0.3 -1.3
H -1.0414 0.0330 -3.0149 0.0 -0.2 0.1
C -0.2940 0.4176 3.9590 -0.1 0.9 0.3
C -0.0727 -0.4887 2.9756 -0.7 -0.1 -0.5
C -0.2607 -0.0698 1.6820 0.5 -0.8 -1.1
C -0.5322 1.2295 1.3720 -0.1 0.9 -0.1
C -0.6422 2.2095 2.3432 -0.1 0.3 -0.4
C -0.5657 1.7518 3.6209 0.2 -0.7 1.5
N -0.6146 1.6477 -0.0316 0.6 -0.8 1.0
O -0.5300 0.7808 -0.8640 -0.1 -0.5 -1.0
O -0.6919 2.8234 -0.2569 -0.3 1.1 -0.5
H -0.2477 0.0975 4.9817 0.0 0.2 0.4
H 0.0967 -1.5251 3.1587 0.3 -0.5 0.2
H -0.1012 -0.7805 0.8933 -0.1 -0.1 -0.4
H -0.7585 3.2788 2.1343 -0.1 -0.7 -0.1
H -0.7104 2.4082 4.4422 -0.1 0.8 0.5
C 0.0310 3.7287 -3.6012 0.1 -0.5 -0.4
Cl -1.1407 3.9345 -4.9313 0.1 0.2 0.2
Cl 1.4185 2.7539 -4.1795 -0.2 0.1 0.3
H 0.4328 4.6931 -3.2836 -0.4 -0.3 -0.1
H -0.4853 3.1615 -2.8271 0.3 0.3 0.0
C 1.2405 5.9141 6.7444 -1.0 -0.3 -0.1
Cl -0.3523 6.4001 6.1923 -0.6 0.1 -0.7
Cl 1.9130 4.5201 5.8927 0.1 0.5 -0.1
H 1.7913 6.8154 6.7770 1.3 0.4 -0.5
H 1.0386 5.6202 7.7295 0.2 -0.7 1.4
C 3.2355 1.8843 3.4023 0.2 0.5 0.1
Cl 3.1333 0.2816 4.1207 0.7 -0.5 -0.1
Cl 2.6635 1.9033 1.7159 0.5 0.1 0.3
H 2.5047 2.3900 4.0051 -0.1 0.8 -0.2
H 4.2460 2.3659 3.4951 -1.0 -0.8 -0.2
```
Positions in Å, forces in eV/Å.


No. 3
Density functional theory data (ωB97M-V/def2-TZVPD) for the molecule C21H21ClN2O3S at a distorted geometry.

energy above the lowest of the compared OMol25 structures with the same formula, charge and spin	0.0	kJ/mol
HOMO energy	-0.2956	Eh
LUMO level	0.023	hartree
HOMO-LUMO gap	8.67	eV
molar mass	416.93	g/mol

Structure (XYZ):
```
49
Properties=species:S:1:pos:R:3:forces:R:3
C -2.0868 7.5957 0.2691 0.0 0.0 0.0
C -1.8071 6.1252 0.2330 0.0 -0.1 0.1
C -1.2034 5.5519 -0.8836 0.0 0.0 0.1
C -0.9549 4.1973 -0.9394 0.0 -0.2 0.1
C -1.3093 3.3781 0.1335 -0.2 0.5 0.3
C -1.9131 3.9438 1.2549 0.1 -0.2 -0.2
C -2.1565 5.3023 1.2972 0.0 0.1 -0.1
H -2.6250 5.7323 2.1710 0.0 0.1 0.1
H -2.1865 3.3126 2.0868 0.0 0.0 0.1
C -1.0458 1.9598 0.0671 0.5 -0.7 -0.8
N -0.4863 1.3237 -0.9238 -0.3 0.9 0.1
C -0.4459 0.0110 -0.5409 -0.6 -0.2 1.1
C -0.9919 -0.0991 0.7095 0.5 -0.6 -0.9
O -1.3775 1.1423 1.0902 -0.1 0.4 0.1
C -1.1728 -1.2486 1.6263 0.1 0.2 0.1
H -0.1984 -1.5740 1.9921 0.0 0.0 0.1
H -1.6425 -2.0819 1.1071 -0.1 0.0 0.0
H -1.7888 -0.9483 2.4689 -0.1 -0.1 0.1
C 0.1459 -1.0213 -1.4127 0.3 0.4 -0.1
H -0.4630 -1.1967 -2.3009 0.1 -0.1 -0.1
H 0.3059 -1.9607 -0.8879 0.1 -0.1 0.0
S 1.7621 -0.3962 -2.0758 -0.5 0.3 1.2
O 2.4176 -1.5866 -2.6509 0.5 -0.8 -0.9
C 2.6050 -0.1567 -0.4350 -0.5 0.2 -0.4
C 2.5434 -1.4115 0.4063 0.3 0.2 -0.3
O 2.0151 -1.4456 1.5010 -0.1 0.0 0.3
N 3.1466 -2.4677 -0.1802 0.3 -0.3 -0.1
C 2.9765 -3.7980 0.3773 -0.1 0.1 0.2
C 1.5799 -4.3019 0.1073 0.0 0.0 0.1
C 1.1647 -4.5210 -1.2025 0.0 -0.1 0.2
C -0.1389 -4.8909 -1.4778 0.0 0.0 0.0
C -1.0363 -5.0423 -0.4322 0.2 0.1 0.1
C -0.6400 -4.8333 0.8785 -0.1 -0.1 -0.1
C 0.6668 -4.4602 1.1403 0.1 0.0 -0.1
H 0.9754 -4.2782 2.1583 0.0 0.1 0.1
H -1.3475 -4.9546 1.6837 -0.1 0.0 0.1
Cl -2.6747 -5.4880 -0.7692 -0.2 0.0 0.0
H -0.4592 -5.0548 -2.4945 -0.1 0.0 -0.1
H 1.8597 -4.3842 -2.0180 0.1 0.0 -0.1
H 3.7252 -4.4511 -0.0756 0.0 0.0 0.1
H 3.1494 -3.7335 1.4538 0.0 -0.1 -0.1
H 3.2665 -2.4074 -1.1904 0.0 0.1 0.1
H 3.6348 0.1011 -0.6784 0.0 0.0 -0.1
H 2.1163 0.6753 0.0648 0.0 0.0 0.1
H -0.4884 3.7472 -1.8011 0.1 0.0 -0.1
H -0.9271 6.1821 -1.7168 0.0 0.1 -0.1
H -2.3054 7.9275 1.2810 0.0 0.1 0.0
H -1.2369 8.1585 -0.1118 0.0 0.1 0.0
H -2.9471 7.8266 -0.3597 0.0 0.1 0.0
```
Positions in Å, forces in eV/Å.


No. 4
Density functional theory data (ωB97M-V/def2-TZVPD) for the molecule C21H21F2N3OS at a distorted geometry.

energy above the lowest of the compared OMol25 structures with the same formula, charge and spin	339.1	kJ/mol
HOMO energy	-0.2900	Eh
LUMO level	-0.006	hartree
HOMO-LUMO gap	7.73	eV
SMILES	O=C1/C(=C/c2ccccc2N2CCNCC2)SCCN1c1ccc(F)cc1F
molar mass	401.48	g/mol

Structure (XYZ):
```
49
Properties=species:S:1:pos:R:3:forces:R:3
O 0.5955 0.1701 -1.9628 -3.5 1.5 1.3
F -2.5903 1.4007 -7.5644 -0.2 0.3 -1.3
F -1.2188 3.8181 -3.7452 -0.6 -1.2 -0.2
S -2.4135 0.4102 0.6058 -0.9 0.2 -0.9
C -0.4794 0.6017 -1.4159 3.8 -1.6 -3.0
C -0.8199 0.0017 -0.0958 -0.9 0.4 0.6
C 0.0223 -0.8132 0.5783 0.5 -0.1 1.1
C -1.4680 -3.3119 3.0618 1.9 -0.6 1.5
C -0.3122 -3.5262 3.8233 0.7 0.9 0.1
C -1.9996 0.2103 -5.6414 -0.2 -0.1 1.1
C -2.0476 2.5984 -5.6330 1.2 2.5 0.7
C -1.3429 -2.3426 2.1427 -1.5 0.7 -2.6
C -1.7547 0.2195 -4.2375 -0.5 -1.0 -0.9
C 0.8359 -2.7408 3.7051 -0.7 -1.9 1.8
C -2.2158 1.4269 -6.3105 0.6 -2.2 2.2
C -1.6011 2.6138 -4.2705 -0.1 -1.2 -1.5
C -0.1472 -1.5886 1.8909 -3.9 0.7 -3.1
C -1.5051 1.3779 -3.5287 -0.2 2.8 -0.8
C 0.8642 -1.7285 2.7380 2.7 -1.9 2.4
N -1.3199 1.4876 -2.1322 0.0 -0.3 1.6
N 3.4307 1.1249 1.8209 0.0 0.2 0.8
N 2.0793 -1.0892 2.7600 2.4 1.8 -2.4
C -3.2905 1.4378 -0.7279 -1.2 -0.1 1.0
C -2.3021 2.3157 -1.3645 2.0 0.2 0.3
C 3.3729 0.9570 3.3151 -0.7 -2.8 -1.9
C 3.7918 -0.0935 1.0740 -1.1 0.5 1.0
C 2.2571 -0.0480 3.7526 -0.5 1.4 -1.9
C 3.1760 -1.3288 1.7530 -0.3 -0.7 0.7
H 1.0552 -0.9682 0.2382 -0.7 0.5 -0.5
H -2.3153 -3.9659 3.2094 -0.2 0.3 -0.2
H -0.3005 -4.2987 4.5229 0.0 -1.3 1.1
H -2.0961 -0.7719 -6.1285 -0.1 0.7 0.1
H -2.0681 3.5403 -6.2603 -0.1 -1.0 1.2
H -2.2516 -2.3205 1.4940 1.1 0.8 0.1
H -1.8888 -0.7397 -3.6897 0.6 0.8 -0.4
H 1.7380 -3.0111 4.4235 -1.9 1.0 -1.9
H 2.5040 1.3601 1.5175 -0.5 0.4 0.0
H -3.8869 2.1393 -0.1071 -0.1 -0.7 -0.2
H -3.9952 0.9832 -1.5104 1.2 -0.1 1.4
H -1.7784 2.9248 -0.5935 0.1 -0.7 -0.3
H -2.7661 3.0961 -1.9373 -0.2 -0.1 -1.0
H 3.2936 1.8589 3.8160 -0.6 2.0 0.6
H 4.2712 0.5434 3.7022 1.3 -0.4 -0.2
H 4.8740 -0.0991 1.0403 0.3 -0.6 -0.1
H 3.4063 -0.0844 0.0596 0.0 0.7 -0.2
H 1.3085 0.5046 3.7686 0.0 0.1 0.3
H 2.4207 -0.4227 4.7293 0.4 -0.5 1.3
H 3.9764 -1.7383 2.3340 0.6 -0.8 0.3
H 2.9020 -2.0914 0.9800 -0.2 0.6 0.9
```
Positions in Å, forces in eV/Å.